Entry 1:
63
Properties=species:S:1:pos:R:3 method="wB97M-V/def2-TZVPD" total_charge=-1 orbital_gap_ev="5.86 / 5.50" e_above_lowest_kcal_mol=0.0 energy_ev=-409923.728 molar_mass_g_mol=946.86 multiplicity=5
Mn -0.593 -0.452 0.038
O 1.240 5.329 -2.335
C 1.108 4.600 -1.200
C 0.859 5.180 0.027
C 0.793 4.366 1.147
N 0.965 3.042 1.106
C 1.150 2.505 -0.098
Br 1.279 0.603 -0.175
C 1.228 3.222 -1.290
H 1.181 6.266 -2.124
H 0.713 6.252 0.110
H 0.600 4.780 2.129
H 1.399 2.735 -2.235
Se 2.932 -4.496 -2.143
Sb 1.316 -4.216 -0.357
Se 2.059 -5.431 1.620
Se -0.093 -6.190 -0.856
Se 0.508 -2.006 -0.262
C 0.076 -2.125 3.229
C -1.341 -2.171 2.586
C -2.379 -1.743 3.637
C -1.683 -3.580 2.052
N -1.441 -1.228 1.508
H 0.544 -3.106 3.285
H 0.039 -1.677 4.229
H 0.713 -1.490 2.647
H -2.341 -2.416 4.499
H -3.383 -1.764 3.206
H -2.169 -0.725 3.972
H -2.751 -3.790 2.166
H -1.096 -4.354 2.533
H -1.474 -3.621 0.994
C -4.552 3.128 -2.056
C -3.053 3.338 -2.247
C -2.751 4.825 -2.133
C -2.590 2.830 -3.607
O -2.314 2.697 -1.166
P -1.947 1.169 -0.924
O -1.004 0.554 -1.933
O -1.424 1.157 0.508
O -3.343 0.431 -0.996
C -3.873 -0.780 -1.613
C -2.950 -1.976 -1.551
C -5.127 -1.074 -0.805
C -4.217 -0.517 -3.075
H -5.094 3.616 -2.868
H -4.870 3.560 -1.106
H -4.804 2.075 -2.046
H -3.401 5.375 -2.817
H -1.713 5.034 -2.408
H -2.930 5.172 -1.115
H -3.112 3.367 -4.403
H -2.789 1.768 -3.721
H -1.518 2.990 -3.727
H -2.708 -2.233 -0.533
H -2.036 -1.817 -2.106
H -3.453 -2.839 -1.998
H -4.859 -1.217 0.242
H -5.604 -1.987 -1.172
H -5.831 -0.242 -0.874
H -3.312 -0.319 -3.648
H -4.902 0.324 -3.183
H -4.693 -1.408 -3.491

Entry 2:
57
Properties=species:S:1:pos:R:3 method="wB97M-V/def2-TZVPD" total_charge=+2 orbital_gap_ev=4.61 energy_ev=-72211.319 molar_mass_g_mol=724.52
C 1.766 2.398 -4.255
C 1.348 1.913 -2.869
N -0.103 2.238 -2.531
C -0.936 0.989 -2.377
C -0.974 0.273 -3.708
C -0.223 3.309 -1.518
S 0.220 4.772 -1.912
S -0.779 2.979 0.232
C -2.587 2.699 0.184
C -2.984 1.563 1.138
C -1.946 0.451 1.166
C -2.455 -0.908 1.587
C -2.908 -0.834 3.067
C -2.765 -2.150 3.763
O -3.367 -3.145 3.474
I -1.347 -2.134 5.407
O -1.534 -1.946 1.313
C -0.193 -1.825 1.773
C 0.831 -2.266 0.760
C 2.188 -2.390 1.444
C 2.717 -1.053 1.947
C 4.200 -1.057 2.193
Cl 4.742 0.602 2.574
O 0.942 -1.432 -0.445
C 1.817 -2.035 -1.407
H 0.971 3.001 -4.674
H 1.947 1.562 -4.919
H 2.677 2.979 -4.212
H 1.529 0.836 -2.837
H 1.985 2.420 -2.140
H -0.570 0.179 -1.606
H -1.939 1.236 -2.059
H -0.178 -0.455 -3.815
H -1.925 -0.227 -3.845
H -0.857 1.011 -4.494
H -2.901 2.510 -0.834
H -2.978 3.671 0.466
H -3.141 2.000 2.118
H -3.932 1.163 0.791
H -1.520 0.325 0.175
H -1.152 0.744 1.851
H -3.326 -1.145 0.983
H -2.416 -0.042 3.619
H -3.972 -0.608 3.092
H -0.052 -2.546 2.573
H 0.001 -0.848 2.207
H 0.530 -3.254 0.416
H 2.901 -2.899 0.804
H 2.035 -3.058 2.287
H 2.465 -0.244 1.263
H 2.234 -0.818 2.892
H 4.771 -1.364 1.326
H 4.466 -1.655 3.054
H 1.566 -1.672 -2.396
H 1.693 -3.112 -1.429
H 2.858 -1.809 -1.204
Hg 0.560 1.109 -0.452

Entry 3:
60
Properties=species:S:1:pos:R:3 method="wB97M-V/def2-TZVPD" total_charge=+1 orbital_gap_ev=4.49 energy_ev=-79200.995 molar_mass_g_mol=696.65
C -0.562 -3.658 1.422
C -0.567 -3.241 -0.053
O -1.880 -3.106 -0.593
C -2.424 -1.805 -0.696
P -1.458 -0.997 -2.130
O -1.670 -2.123 -3.280
Cl -2.737 0.491 -2.759
C -3.948 -1.979 -0.942
O -4.627 -1.651 0.273
C -3.629 -1.715 1.280
C -4.094 -1.263 2.642
C -5.256 -2.043 3.223
O -6.102 -1.575 3.891
I -5.264 -4.179 2.868
C -2.427 -1.028 0.626
P -2.368 0.827 0.484
O -2.061 1.167 2.085
I -4.630 1.647 0.324
H 0.117 -4.488 1.601
H -0.271 -2.833 2.076
H -1.569 -3.946 1.723
H 0.011 -2.322 -0.207
H -0.083 -4.012 -0.652
H -2.576 -2.222 -3.599
H -4.122 -3.034 -1.169
H -4.343 -1.362 -1.746
H -3.368 -2.777 1.366
H -4.364 -0.209 2.692
H -3.259 -1.419 3.333
H -1.554 -1.189 1.269
H -1.107 1.188 2.219
C 4.395 2.026 0.874
C 3.379 1.031 0.305
C 3.851 0.442 -1.038
C 3.877 1.451 -2.178
C 2.517 2.103 -2.380
C 1.900 2.746 -1.118
N 2.040 1.675 -0.036
O 1.085 0.951 0.070
C 2.597 4.056 -0.739
C 0.420 3.032 -1.323
C 3.149 -0.056 1.344
H 5.232 1.450 1.264
H 4.800 2.710 0.137
H 3.974 2.604 1.696
H 3.195 -0.392 -1.303
H 4.843 0.028 -0.854
H 4.648 2.206 -2.011
H 4.155 0.934 -3.097
H 2.574 2.903 -3.119
H 1.809 1.360 -2.760
H 2.258 4.417 0.233
H 2.324 4.801 -1.483
H 3.679 3.997 -0.729
H -0.133 2.169 -1.689
H 0.342 3.827 -2.062
H -0.052 3.373 -0.401
H 2.732 0.359 2.262
H 4.113 -0.501 1.578
H 2.490 -0.846 0.987

Entry 4:
84
Properties=species:S:1:pos:R:3 method="wB97M-V/def2-TZVPD" total_charge=0 orbital_gap_ev=9.23 energy_ev=-527882.186 molar_mass_g_mol=1485.00
C -8.369 -2.724 -1.796
C -7.040 -2.752 -1.104
Br -7.145 -2.269 0.711
C -5.881 -3.087 -1.643
Br -5.761 -3.577 -3.462
O -4.698 -3.160 -0.948
S -3.566 -1.978 -1.233
O -4.127 -1.016 -2.137
O -3.552 -1.199 0.282
O -4.063 -1.986 1.348
H -8.895 -1.809 -1.519
H -8.964 -3.578 -1.457
H -8.263 -2.751 -2.879
H -3.259 -2.387 1.720
C -0.395 -0.998 1.189
Cl -0.353 -2.771 1.203
Cl 0.940 -0.278 2.097
H -0.323 -0.665 0.161
H -1.328 -0.673 1.633
C 0.300 3.283 1.012
Cl 1.411 4.649 1.177
Cl 0.089 2.800 -0.679
H 0.704 2.442 1.561
H -0.665 3.575 1.409
C 2.426 -4.055 -1.711
Cl 0.832 -3.418 -2.107
Cl 2.480 -5.824 -1.727
H 3.129 -3.688 -2.450
H 2.699 -3.716 -0.718
C 0.719 7.061 -1.565
Cl -0.289 8.435 -1.085
Cl 2.002 7.537 -2.683
H 1.173 6.635 -0.679
H 0.085 6.334 -2.057
C -5.764 1.782 -1.086
Cl -6.901 0.620 -1.768
Cl -6.097 3.440 -1.607
H -5.839 1.739 -0.006
H -4.769 1.508 -1.418
C 0.764 11.034 1.634
Cl 1.998 10.043 2.425
Cl 0.903 12.743 2.052
H 0.887 10.924 0.564
H -0.210 10.678 1.947
C 2.509 2.788 4.608
Cl 3.051 1.243 3.935
Cl 0.784 3.071 4.331
H 2.685 2.770 5.676
H 3.067 3.586 4.131
C -4.981 -6.644 0.079
Cl -4.389 -8.250 -0.357
Cl -6.676 -6.410 -0.363
H -4.890 -6.522 1.152
H -4.389 -5.903 -0.445
C 4.838 -7.181 -4.470
Cl 5.793 -5.695 -4.366
Cl 4.599 -7.693 -6.147
H 5.359 -7.967 -3.940
H 3.869 -6.991 -4.027
C 3.488 8.155 5.602
Cl 2.641 6.635 5.281
Cl 3.474 8.607 7.316
H 4.518 8.052 5.285
H 2.990 8.940 5.045
C 1.839 0.514 -2.910
Cl 0.340 -0.231 -2.347
Cl 3.015 -0.681 -3.480
H 1.604 1.184 -3.728
H 2.280 1.053 -2.080
C 3.161 4.128 9.243
Cl 3.314 5.796 8.694
Cl 3.880 3.005 8.073
H 3.674 4.008 10.190
H 2.109 3.890 9.342
C 4.606 -10.410 -1.407
Cl 6.002 -10.664 -2.462
Cl 3.731 -8.929 -1.815
H 3.931 -11.249 -1.521
H 4.956 -10.329 -0.386
C 3.347 -2.418 -6.847
Cl 1.652 -1.982 -7.104
Cl 3.605 -4.165 -6.861
H 3.937 -1.978 -7.641
H 3.653 -2.033 -5.882

Entry 5:
64
Properties=species:S:1:pos:R:3 method="wB97M-V/def2-TZVPD" total_charge=+1 orbital_gap_ev="8.49 / 1.80" energy_ev=-111698.775 molar_mass_g_mol=593.15 multiplicity=2
Cl -3.093 -4.193 0.869
C -3.208 -2.773 -0.297
C -2.265 -3.029 -1.469
Cl -0.477 -3.173 -1.098
H -2.838 -1.944 0.307
H -4.252 -2.553 -0.521
H -2.284 -2.155 -2.120
H -2.495 -3.918 -2.057
Cl 2.692 3.327 3.525
C 3.556 1.712 3.165
C 3.396 0.707 4.350
Cl 3.689 1.560 5.902
H 4.582 1.782 2.806
H 2.958 1.262 2.373
H 4.125 -0.103 4.329
H 2.373 0.332 4.355
Cl 1.636 1.345 -0.710
C 0.485 0.897 0.587
C 0.810 -0.506 1.067
Cl 0.108 -1.010 2.591
H -0.515 0.846 0.154
H 0.539 1.708 1.314
H 1.898 -0.554 1.107
H 0.368 -1.197 0.348
C 0.783 5.332 -0.214
C -0.258 4.511 -0.985
O -1.112 3.985 0.028
C -0.786 4.454 1.217
O -1.415 4.337 2.264
O 0.361 5.219 1.155
H 0.796 6.305 -0.705
H 1.728 4.792 -0.280
H 0.154 3.662 -1.531
H -0.861 5.128 -1.650
C 3.557 -5.392 2.208
C 3.804 -3.938 1.832
O 3.689 -4.016 0.440
C 3.819 -2.895 -0.340
O 4.270 -1.786 0.016
O 3.325 -3.226 -1.612
C 2.995 -2.170 -2.458
H 2.606 -5.782 1.845
H 3.582 -5.458 3.296
H 4.397 -6.008 1.886
H 4.748 -3.652 2.296
H 2.951 -3.360 2.186
H 2.160 -1.620 -2.024
H 2.700 -2.447 -3.469
H 3.749 -1.382 -2.453
C -5.526 1.162 -4.271
C -3.953 1.104 -4.116
O -3.572 1.711 -2.921
C -3.643 1.045 -1.729
O -3.924 -0.151 -1.685
O -3.307 1.817 -0.635
C -3.674 1.404 0.631
H -6.088 0.556 -3.560
H -5.767 0.725 -5.241
H -5.914 2.171 -4.135
H -3.388 1.622 -4.891
H -3.605 0.088 -4.300
H -4.675 0.975 0.670
H -3.484 2.188 1.363
H -3.010 0.620 0.995

Entry 6:
63
Properties=species:S:1:pos:R:3 method="wB97M-V/def2-TZVPD" total_charge=+1 orbital_gap_ev="7.07 / 6.56" e_above_lowest_kcal_mol=2.9 energy_ev=-87354.007 molar_mass_g_mol=611.05 multiplicity=2
Mo -0.100 0.520 -0.551
C 1.247 -2.130 2.384
C 0.010 -2.751 1.728
N -0.961 -1.745 1.329
C -1.861 -1.275 2.369
C -1.258 -0.215 3.286
S -0.205 1.020 2.428
C 1.445 0.783 3.188
C 2.431 0.011 2.309
N 1.783 -1.054 1.560
H 1.985 -2.923 2.569
H 0.966 -1.722 3.350
H -0.420 -3.475 2.438
H 0.315 -3.293 0.830
H -1.536 -2.127 0.587
H -2.214 -2.103 3.007
H -2.727 -0.839 1.863
H -0.663 -0.652 4.083
H -2.069 0.353 3.741
H 1.293 0.305 4.155
H 1.836 1.783 3.367
H 3.237 -0.365 2.965
H 2.876 0.695 1.580
H 2.438 -1.441 0.885
N 3.576 -0.817 -1.935
C 4.053 0.406 -1.547
C 3.008 1.081 -0.988
N 1.897 0.296 -1.020
C 2.255 -0.852 -1.616
C 1.202 -1.778 -1.817
N 0.002 -1.397 -1.344
C -0.897 -2.319 -1.786
C -0.247 -3.274 -2.511
N 1.077 -2.937 -2.513
H 4.094 -1.505 -2.455
H 5.072 0.700 -1.684
H 2.976 2.078 -0.589
H -1.948 -2.222 -1.589
H -0.616 -4.141 -3.014
H 1.799 -3.414 -3.027
C -3.547 5.757 -1.397
C -2.391 4.879 -1.832
O -2.624 3.509 -1.445
P -1.907 2.881 -0.186
S -2.573 0.978 -0.118
S 0.109 3.080 -0.255
O -2.460 3.774 1.011
C -1.763 4.053 2.233
C -1.896 5.531 2.543
H -3.373 6.778 -1.730
H -3.646 5.743 -0.314
H -4.473 5.396 -1.836
H -1.449 5.227 -1.395
H -2.302 4.862 -2.921
H -0.707 3.785 2.109
H -2.202 3.436 3.022
H -1.517 6.121 1.713
H -1.319 5.755 3.433
H -2.936 5.790 2.712
Cl 0.610 0.297 -3.838
C -0.525 0.971 -2.659
H -1.504 0.580 -2.959
H -0.518 2.046 -2.859

Entry 7:
67
Properties=species:S:1:pos:R:3 method="wB97M-V/def2-TZVPD" total_charge=0 orbital_gap_ev=7.05 e_above_lowest_kcal_mol=32.2 energy_ev=-47602.472 molar_mass_g_mol=581.45
Rh -0.939 0.502 0.085
N -3.615 2.596 -0.153
C -3.305 2.092 1.089
N -3.995 2.324 2.184
N -3.275 1.741 3.162
N -2.220 1.194 2.687
N -2.189 1.398 1.346
C -2.668 2.654 -1.152
N -2.773 3.388 -2.243
N -1.666 3.097 -2.949
N -0.935 2.242 -2.330
N -1.548 1.937 -1.155
H -4.402 3.217 -0.227
N 0.697 0.828 2.058
C 0.337 -0.265 2.995
C 1.468 -0.578 4.013
C 2.096 -1.974 4.067
C 2.603 -2.570 2.760
N 3.413 -1.642 1.961
C 3.268 -1.433 0.655
N 4.230 -0.749 -0.001
N 2.213 -1.865 -0.017
C -0.195 -1.493 2.243
O -0.494 -2.490 2.873
O -0.229 -1.383 0.946
H 1.687 0.815 1.839
H 0.485 1.715 2.502
H -0.524 0.114 3.532
H 1.100 -0.384 5.022
H 2.251 0.170 3.850
H 1.365 -2.688 4.443
H 2.913 -1.941 4.796
H 1.771 -2.907 2.151
H 3.211 -3.453 2.969
H 4.259 -1.297 2.386
H 5.147 -0.637 0.392
H 4.100 -0.518 -0.972
H 1.276 -1.890 0.433
H 2.158 -1.559 -0.979
C 3.529 2.806 -2.143
C 2.584 1.655 -2.097
C 2.339 0.634 -2.988
C 1.259 -0.098 -2.443
N 0.918 0.416 -1.274
N 1.732 1.465 -1.069
C 0.486 -1.229 -3.029
H 4.163 2.731 -3.024
H 4.171 2.839 -1.261
H 2.983 3.748 -2.201
H 2.816 0.488 -3.943
H 1.515 2.103 -0.321
H 1.127 -2.061 -3.325
H -0.050 -0.882 -3.914
H -0.253 -1.583 -2.312
C -4.661 -1.472 -1.309
C -3.577 -0.405 -1.490
C -3.147 -0.347 -2.953
C -2.418 -0.745 -0.565
H -5.519 -1.261 -1.950
H -5.008 -1.514 -0.275
H -4.278 -2.461 -1.578
H -4.022 0.547 -1.206
H -2.745 -1.320 -3.258
H -2.384 0.405 -3.134
H -3.994 -0.124 -3.605
H -1.836 -1.567 -0.993
H -2.808 -1.077 0.400